Density functional theory data (ωB97M-V with the def2-TZVPD basis set) for the ion C3H8NO2 with charge +1.

Calculated values
E_HOMO, eV: -14.9404
SMILES: [NH3+][C@@H](C=O)CO
ΔE to the lowest compared entry with this formula, charge and spin, eV: 2.305
Spin multiplicity: 1
Total charge: +1

Last column: Mulliken charge in e.
Positions of all 14 atoms, in Å:
N (0.16952, -0.48508, -1.67591)  -0.269
C (0.36590, -0.20630, -0.25314)  -0.116
C (0.05748, 1.26420, 0.05341)  0.098
O (-0.15921, 2.13336, -0.79366)  -0.484
C (-0.42143, -1.18697, 0.70623)  -0.725
O (-0.00424, -0.96449, 2.05231)  -0.506
H (0.04703, 0.52571, -2.04266)  0.388
H (-0.68099, -0.94408, -1.94610)  0.349
H (0.99881, -0.90115, -2.16912)  0.396
H (1.43800, -0.36591, -0.03333)  0.251
H (-0.01803, 1.62687, 1.10873)  0.441
H (-1.44993, -1.28204, 0.60282)  0.461
H (0.03584, -2.12932, 0.47360)  0.388
H (-0.26149, -1.71104, 2.62918)  0.328

---

Density functional theory data (ωB97M-V with the def2-TZVPD basis set) for the ion C3H8NO2 with charge +1.

Calculated values
E_HOMO (spin up / spin down), eV: -12.2202 / -11.8365
ΔE to the lowest compared entry with this formula, charge and spin, eV: 5.294
Spin multiplicity: 1
Total charge: +1

Last column: Mulliken charge in e.
Positions of all 14 atoms, in Å:
C (-0.15054, 0.44279, -0.70433)  -0.536
C (-2.38657, 0.47977, 0.13411)  0.271
C (2.09246, -0.22105, 0.63342)  -0.758
N (1.15015, -0.25671, -0.54253)  -0.160
O (-1.26305, -0.12631, -0.12972)  -0.182
O (-3.48777, -0.34824, 0.12586)  -0.410
H (-0.02208, 1.48775, -0.43060)  0.193
H (-2.55343, 1.50678, 0.07137)  0.412
H (1.47350, -0.43381, 1.50653)  0.315
H (2.94549, -0.97677, 0.52234)  0.326
H (2.58771, 0.70729, 0.71204)  0.332
H (0.96142, -1.21897, -0.92425)  0.378
H (1.74141, 0.26488, -1.29250)  0.426
H (-3.08870, -1.30743, 0.31825)  0.392

---

Density functional theory data (ωB97M-V with the def2-TZVPD basis set) for a structure of composition C3H8NO2S.

Calculated values
E_HOMO, eV: -3.6326
ΔE to the lowest compared entry with this formula, charge and spin, eV: 1.097
Spin multiplicity: 1
Total charge: -1

Last column: Mulliken charge in e.
Positions of all 15 atoms, in Å:
C (1.04172, -1.72533, -0.22943)  -0.604
C (-0.35752, -1.22698, 0.10607)  -0.507
S (-1.01337, -0.15731, -1.19253)  -0.640
N (2.02474, -0.70954, -0.57964)  -0.685
H (0.99344, -2.42135, -1.09896)  0.290
H (1.41626, -2.28740, 0.65355)  0.296
H (-0.27163, -0.68482, 1.03045)  0.304
H (-1.09414, -2.01619, 0.22375)  0.294
H (1.88578, 0.12738, 0.03890)  0.280
H (1.73394, -0.35380, -1.50341)  0.298
O (-1.45306, 3.15394, 1.86212)  -0.558
C (-1.49112, 2.49444, 0.84786)  0.291
O (-0.43896, 2.37057, -0.01941)  -0.510
H (-2.35414, 1.90199, 0.47869)  0.271
H (-0.62196, 1.53439, -0.61801)  0.179

---

no.,electronic energy (eV)
1,-8817.6471
2,-8814.6582
3,-19662.7232